The following is a DFT calculation (ωB97M-V/def2-TZVPD) of a structure of composition C9H10EuN4.

CARTESIAN COORDINATES (ANGSTROEM)
C: 2.24028 -1.43279 0.36761
C: 1.13104 -2.33419 0.44554
C: 0.38342 -2.01586 1.62354
C: 1.03024 -0.91464 2.27174
C: 2.17572 -0.55365 1.49487
Eu: -0.01662 0.17234 -0.28168
N: 1.65929 0.87218 -1.51001
C: 0.26334 0.28206 -2.47286
C: -0.18604 -1.07661 -2.23754
H: -0.49980 -2.54877 1.98096
H: 0.89708 -3.12103 -0.27406
H: 0.72052 -0.45207 3.21058
H: 2.88778 0.24322 1.71997
H: 2.99638 -1.41593 -0.41962
H: 0.53417 -1.86474 -2.42435
H: -0.52463 1.06356 -2.46806
H: 1.83722 1.79557 -1.92331
H: -1.22527 -1.25854 -2.50051
H: 0.69048 0.26329 -3.48745
N: -1.91495 1.46288 0.28758
C: -2.70266 2.25705 0.67231
N: -3.56172 3.16472 0.90823
C: -4.12351 3.50827 2.03221
N: -4.69173 3.90369 2.98430

**Orbital gap (spin up / spin down)**: 0.262 / 0.260 hartree
**DFT total energy**: -34782.18508 eV
**Net charge**: -1
**2S+1**: 7
**M**: 326.2 g mol⁻¹

=====

The following is a DFT calculation (ωB97M-V/def2-TZVPD) of a cluster of 2 separate species, C9H10F2S in total.

CARTESIAN COORDINATES (ANGSTROEM)
C: 2.87195 0.00146 0.98598
C: 2.45473 -0.70577 -0.08063
C: 2.11090 1.11886 1.37780
C: 1.35542 -0.36157 -0.88561
C: 1.02822 1.43669 0.65066
C: 0.62966 0.77935 -0.54735
C: -2.59322 -1.57648 -0.72640
C: -2.09075 -0.35840 -0.03637
C: -0.58146 0.97880 -1.22804
F: -1.04302 2.25095 -1.17590
F: -0.67661 0.58786 -2.46049
S: -1.36184 -0.67074 1.48592
H: 3.70766 -0.29658 1.61493
H: 3.11484 -1.52415 -0.37707
H: 2.41011 1.64346 2.29010
H: 1.42510 -0.82289 -1.73474
H: 0.43975 2.28470 0.99925
H: -2.91941 -2.25534 0.12025
H: -1.96904 -1.86126 -1.49386
H: -3.51191 -1.32109 -1.19341
H: -2.93673 0.44304 0.14262
H: -1.86438 0.22912 2.27233

**Orbital gap**: 0.291 hartree
**DFT total energy**: -25761.81437 eV
**M**: 188.2 g mol⁻¹

=====

The following is a DFT calculation (ωB97M-V/def2-TZVPD) of a cluster of 2 separate species, C9H10FI in total.

CARTESIAN COORDINATES (ANGSTROEM)
C: 2.57997 -1.74141 -0.14128
C: 2.14848 -1.14218 1.09279
C: 1.70971 -1.79296 -1.20517
C: 0.76317 -0.79974 1.27539
C: 0.36662 -1.54016 -0.98417
C: -0.16092 -1.07590 0.18803
C: -1.89501 2.71284 0.09369
C: -1.52175 -0.73560 0.38313
C: -0.71272 1.92297 -0.37698
F: 0.25448 1.93667 0.52614
I: -2.95923 -0.84552 -1.01255
H: 3.64198 -1.85418 -0.32759
H: 2.83884 -0.77237 1.75594
H: 2.00690 -2.03245 -2.25485
H: 0.38367 -0.38031 2.17270
H: -0.37763 -1.62960 -1.77582
H: -2.89729 2.19348 -0.36361
H: -2.04846 2.52323 1.14242
H: -1.90969 3.72755 -0.09563
H: -1.82237 -0.34859 1.26633
H: -0.38876 1.67422 -1.35891

**Orbital gap (spin up / spin down)**: 0.289 / 0.257 hartree
**DFT total energy**: -20309.20103 eV
**M**: 264.1 g mol⁻¹

=====

The following is a DFT calculation (ωB97M-V/def2-TZVPD) of the ion C9H10IN3O with charge +2.

CARTESIAN COORDINATES (ANGSTROEM)
C: 0.87086 1.57214 -0.95976
C: -0.66878 0.77541 -2.70304
C: 0.45328 2.88662 -1.17132
C: -1.04832 2.09077 -2.92382
C: 0.25661 0.53586 -1.70415
C: -0.54249 3.11695 -2.14748
C: -0.05299 -1.75516 -0.61101
C: 1.97278 -1.04463 -1.74378
C: 0.45888 -0.35076 2.72645
N: -0.17050 -1.38134 0.75012
N: 0.75301 -0.83991 -1.48554
N: 0.64069 -0.60219 1.33095
O: 3.01340 -1.18671 -2.17382
I: -1.03790 5.16719 -2.66291
H: 1.70125 1.17546 -0.26317
H: -1.20654 -0.03288 -3.30749
H: 0.95567 3.74056 -0.59528
H: -1.76114 2.32816 -3.73064
H: 0.17709 -2.86328 -0.69095
H: -1.05274 -1.90668 -1.13044
H: -0.39125 -1.06643 3.08638
H: 0.41008 0.69050 2.83504
H: 1.31827 -0.41804 3.42055
H: -0.89681 -1.76776 1.33906

**Orbital gap**: 0.177 hartree
**DFT total energy**: -24091.82650 eV
**Net charge**: +2
**M**: 303.1 g mol⁻¹

=====

The following is a DFT calculation (ωB97M-V/def2-TZVPD) of an isolated molecule of C9H10N2.

CARTESIAN COORDINATES (ANGSTROEM)
C: 1.91288 0.91244 2.12408
C: 1.37478 1.55107 1.07067
C: 1.90838 -0.51306 1.73459
C: 1.01871 0.51791 0.06168
C: -2.14322 -0.18801 0.01687
C: -1.08871 -0.34164 -0.76918
C: -3.35997 -0.04156 0.41864
C: 1.06543 0.68829 -1.40766
C: -0.68163 -1.50623 -1.63196
N: -0.15307 0.66706 -0.73973
N: 1.40952 -0.74433 0.58635
H: 2.27549 1.23036 3.06138
H: 0.90142 2.57307 1.02391
H: 2.23597 -1.42726 2.22921
H: -4.18202 0.42765 -0.17119
H: -3.65220 -0.29280 1.51865
H: 1.32176 1.78091 -1.73649
H: 1.48371 -0.04442 -1.98884
H: -0.17564 -0.98157 -2.53341
H: -1.48363 -2.08167 -1.84106
H: 0.01201 -2.18619 -1.02652

**Orbital gap**: 0.321 hartree
**DFT total energy**: -12470.30067 eV
**M**: 146.2 g mol⁻¹

=====

The following is a DFT calculation (ωB97M-V/def2-TZVPD) of an isolated molecule of C9H10N2O.

CARTESIAN COORDINATES (ANGSTROEM)
C: -2.88072 -1.52707 0.14335
C: -0.47026 1.97791 0.13988
C: -1.91434 -0.61277 0.06486
C: -0.57797 -0.62203 -0.15544
C: 0.34580 -1.73888 -0.24514
C: 1.72719 -1.10590 0.10979
C: 1.36558 0.17237 0.84424
C: 0.21547 0.66958 -0.14310
C: -2.65414 1.07769 0.36272
N: -3.90210 -2.04542 0.17879
N: -1.68039 2.17020 0.32230
O: -3.58720 1.23033 -0.60466
H: 0.14836 2.77458 0.18566
H: 0.25273 -2.34869 0.59502
H: 0.54161 -2.26294 -1.09985
H: 2.21349 -1.78266 0.69422
H: 2.44075 -0.94206 -0.80978
H: 0.98482 -0.08639 1.86520
H: 2.17417 0.86902 0.85093
H: 0.76278 0.88899 -1.09513
H: -2.96448 1.15282 1.39973
H: -4.37254 0.61225 -0.47441

**Orbital gap**: 0.353 hartree
**DFT total energy**: -14519.41286 eV
**M**: 162.2 g mol⁻¹